# 1
Entry from OMol25: a 2-piece molecular cluster, C4H11NO3 overall at a distorted geometry (wB97M-V/def2-TZVPD).

```
19
Properties=species:S:1:pos:R:3:forces:R:3
C -1.070843 2.313987 -0.498329 0.29 0.64 0.60
C -0.363033 1.097358 -1.072159 -0.44 -0.10 0.37
O 0.069861 1.417509 -2.391387 0.26 0.27 -0.37
C 0.874533 0.697070 -0.240560 0.41 -0.38 -1.45
C 0.659929 -0.556967 0.599682 -0.42 0.85 -0.29
N 1.622245 -1.497578 0.437279 0.37 -0.18 0.08
O -0.353318 -0.702396 1.249150 0.02 -0.29 0.44
H -0.564949 3.220741 -0.852925 -0.22 -0.16 -0.32
H -2.130265 2.336275 -0.748374 0.07 0.13 -0.16
H -0.978295 2.415600 0.591647 -0.17 -0.56 -0.14
H -1.078185 0.271177 -1.102814 0.19 -0.11 0.05
H -0.324585 0.873760 -3.078647 -0.14 -0.13 0.36
H 1.632758 0.485356 -0.999123 0.05 -0.17 0.02
H 1.276756 1.578550 0.235617 -0.09 0.04 0.88
H 2.442915 -1.265703 -0.081432 0.18 0.06 -0.16
H 1.635973 -2.382615 0.913071 -0.37 0.11 0.18
O -1.403057 -3.610407 2.142112 -0.04 -0.04 0.17
H -0.508976 -3.928326 2.292964 -0.02 -0.01 0.03
H -1.439468 -2.763395 2.604230 0.06 0.02 -0.27
```
Positions in Å, forces in eV/Å.

Results
ΔE to the lowest compared entry with this formula, charge and spin	22.24	kcal/mol
total energy	-439.490478	hartree
gap between HOMO and LUMO	10.6	eV
LUMO	0.661	eV
SMILES	C[C@@H](O)CC(N)=O.O

Electronic structure analysis, Mulliken charges in units of e: atom 1 (C): -1.435, atom 2 (C): 0.426, atom 3 (O): -0.572, atom 4 (C): -0.869, atom 5 (C): 0.589, atom 6 (N): -0.350, atom 7 (O): -0.560, atom 8 (H): 0.397, atom 9 (H): 0.314, atom 10 (H): 0.346, atom 11 (H): 0.379, atom 12 (H): 0.318, atom 13 (H): 0.254, atom 14 (H): 0.372, atom 15 (H): 0.190, atom 16 (H): 0.210, atom 17 (O): -0.619, atom 18 (H): 0.291, atom 19 (H): 0.320

# 2
Entry from OMol25: a 2-piece molecular cluster, C4H11NO3 overall at a distorted geometry (wB97M-V/def2-TZVPD).

```
19
Properties=species:S:1:pos:R:3:forces:R:3
N 0.048508 -1.900206 -1.854950 0.02 1.85 2.30
C 0.292798 -1.167643 -0.675975 1.67 -0.78 -2.30
O 0.161241 -1.649014 0.425328 -1.16 -0.74 -0.17
C 0.981940 0.198458 -0.746888 -2.29 0.35 2.99
C -0.038761 1.387921 -0.448144 2.05 -1.22 1.48
C -1.167932 0.986041 0.472969 -1.18 0.30 -1.77
O -2.062737 2.149691 0.359176 -1.33 -1.90 1.67
H 0.402661 -1.593327 -2.715445 0.38 0.64 -1.00
H -0.247010 -2.839178 -1.818787 -0.34 -0.94 0.41
H 1.624329 0.161354 0.140790 0.17 -0.03 -0.38
H 1.555347 0.454729 -1.559422 1.17 0.14 -2.19
H 0.535927 2.194332 0.085118 -0.52 -0.57 -0.85
H -0.389652 1.719755 -1.384053 -0.76 0.66 -0.91
H -1.584725 -0.032545 0.235801 -0.49 1.29 -0.61
H -0.863112 0.773304 1.455081 0.71 0.54 1.67
H -2.862889 1.978498 0.950855 1.63 0.39 -1.18
O 1.081730 -0.717698 2.613703 0.52 0.66 1.18
H 0.731492 -0.749856 1.710048 0.35 -0.93 0.25
H 1.800850 -1.354621 2.754787 -0.62 0.30 -0.59
```
Positions in Å, forces in eV/Å.

Results
ΔE to the lowest compared entry with this formula, charge and spin	36.89	kcal/mol
total energy	-439.467141	hartree
gap between HOMO and LUMO	11.0	eV
LUMO	0.679	eV
SMILES	NC(=O)CCCO.O

Electronic structure analysis, Mulliken charges in units of e: atom 1 (N): -0.418, atom 2 (C): 0.583, atom 3 (O): -0.593, atom 4 (C): -0.793, atom 5 (C): -0.416, atom 6 (C): -0.479, atom 7 (O): -0.522, atom 8 (H): 0.189, atom 9 (H): 0.226, atom 10 (H): 0.285, atom 11 (H): 0.524, atom 12 (H): 0.237, atom 13 (H): 0.353, atom 14 (H): 0.315, atom 15 (H): 0.348, atom 16 (H): 0.312, atom 17 (O): -0.702, atom 18 (H): 0.274, atom 19 (H): 0.274